The molecule C7H12F4Si in a non-equilibrium geometry, computed with the ωB97M-V functional and the def2-TZVPD basis.

Properties
LUMO level (eV): 0.8
Total charge: 0
HOMO level (eV): -10.56
Energy above the lowest of the compared OMol25 structures with the same formula, charge and spin (kJ/mol): 4.1
2S+1: 1
Orbital gap (eV): 11.37
SMILES: C[Si](C)(C)[C@H]1CC(F)(F)C1(F)F
Calculated total energy (a.u.): -962.8877

```
24
Properties=species:S:1:pos:R:3:nbo_charge:R:1
F -0.5846 2.5595 0.7366 -0.313
F -2.6311 2.6601 -0.1713 -0.316
F -2.0188 1.0269 -2.1351 -0.318
F 0.1021 1.4732 -1.6341 -0.321
C -1.8588 0.5581 0.7389 -0.457
C -1.5522 1.9190 0.0811 0.629
C -1.0837 1.1092 -1.1765 0.655
C 1.5460 -0.8935 -1.5332 -1.106
C 1.4961 0.7409 1.0531 -1.118
C 0.6760 -2.3377 1.0177 -1.115
C -1.0524 -0.1963 -0.2920 -0.729
Si 0.7002 -0.6836 0.1301 1.636
H -2.9369 0.4035 0.6816 0.232
H -1.4285 0.4889 1.7444 0.219
H 0.8060 -1.3046 -2.2392 0.237
H 1.9573 0.0454 -1.9113 0.247
H 2.3290 -1.6243 -1.5088 0.232
H 2.5404 0.4509 1.1339 0.235
H 1.1305 1.0399 2.0284 0.243
H 1.4699 1.5875 0.3645 0.254
H 0.9351 -2.1540 2.0603 0.239
H 1.3895 -3.0186 0.6202 0.242
H -0.3053 -2.8472 0.9923 0.243
H -1.6258 -1.0031 -0.7816 0.250
```


A cluster of 2 separate species, C3H6N2O in total in a non-equilibrium geometry, computed with the ωB97M-V functional and the def2-TZVPD basis.

Properties
LUMO level (eV): 0.9
Total charge: 0
HOMO level (eV): -9.91
Energy above the lowest of the compared OMol25 structures with the same formula, charge and spin (kJ/mol): 191.3
2S+1: 1
Orbital gap (eV): 10.84
SMILES: CNC=O.C#N
Calculated total energy (a.u.): -302.6202

```
12
Properties=species:S:1:pos:R:3:nbo_charge:R:1
C -1.1847 -0.0165 0.5137 -0.423
N -0.8065 0.0995 -2.2361 -0.359
C 0.2878 -0.2217 -2.0603 0.095
N 0.2301 -0.4083 0.4224 -0.649
C 1.1905 0.4771 0.8708 0.529
O 2.0365 0.1951 1.6878 -0.570
H -1.4656 0.0292 1.5660 0.191
H -1.3600 0.9595 0.0520 0.222
H -1.8303 -0.7329 -0.0030 0.224
H 1.3122 -0.5061 -1.9590 0.236
H 0.4209 -1.3383 0.7773 0.390
H 1.1691 1.4633 0.3682 0.113
```


A cluster of 2 separate species, CH4N3O2 in total in a non-equilibrium geometry, computed with the ωB97M-V functional and the def2-TZVPD basis.

Properties
LUMO level (eV): 4.5
Total charge: -1
HOMO level (eV): -4.37
Energy above the lowest of the compared OMol25 structures with the same formula, charge and spin (kJ/mol): 13.9
2S+1: 1
Orbital gap (eV): 8.89
Calculated total energy (a.u.): -355.2475

```
10
Properties=species:S:1:pos:R:3:nbo_charge:R:1
C -0.7781 -1.7921 -0.3693 0.647
N 0.5328 0.9627 0.9721 -0.637
N 0.8214 2.0250 -0.9685 -0.517
N 1.2444 1.7177 0.1553 0.016
O 0.3031 -2.3301 -0.0723 -0.752
O -1.2455 -0.6475 -0.1230 -0.802
H 0.8502 0.7064 1.9159 0.358
H -0.1616 0.3568 0.5870 0.404
H 0.0465 1.5627 -1.4246 0.304
H -1.6130 -2.5616 -0.6727 -0.021
```


A structure of composition C33H54BIN5O3S in a non-equilibrium geometry, computed with the ωB97M-V functional and the def2-TZVPD basis.

Properties
LUMO level (eV): 1.7
Total charge: -1
HOMO level (eV): -4.28
Energy above the lowest of the compared OMol25 structures with the same formula, charge and spin (kJ/mol): 199.4
2S+1: 1
Orbital gap (eV): 6.02
Calculated total energy (a.u.): -2510.0481

```
98
Properties=species:S:1:pos:R:3:mulliken_charge:R:1
C 6.1173 -7.5369 -1.3699 -1.081
C 6.6034 -6.0976 -0.8870 -0.481
C 5.4033 -5.1304 -0.5270 -0.423
C 5.2831 -3.9200 -1.5686 -0.537
C 4.4005 -2.7765 -0.8859 -0.689
C 2.9583 -3.3817 -0.6535 -0.842
C 1.7645 -2.4517 -1.1556 1.156
C 0.5413 -3.0141 -0.2983 -0.702
C -0.7555 -2.1358 -0.4214 0.541
C -2.0970 -2.9393 -0.1406 -0.207
O -3.1312 -2.3778 -0.4289 -0.554
N -2.1290 -4.2929 0.3940 -0.265
C -2.1850 -5.2744 -0.6549 0.220
C -3.3337 -5.3404 -1.5730 -0.289
C -3.3338 -6.3330 -2.6541 -0.466
C -2.2208 -7.2614 -2.8438 -0.388
C -1.0799 -7.2302 -1.9156 -0.616
C -1.0961 -6.2426 -0.8511 0.059
O 2.0241 -1.0690 -0.9540 -0.767
B 1.7984 -0.2907 -2.1959 1.646
O 0.8904 -1.1523 -2.9938 -0.845
C 1.4126 -2.4363 -2.7251 -0.375
S 0.3646 -3.8535 -3.3604 -0.203
I 3.1037 -2.5049 -4.1716 -0.061
H 6.9961 -8.0823 -1.8184 0.340
H 5.7960 -8.1578 -0.4859 0.257
H 5.2932 -7.4301 -2.1202 0.299
H 7.1689 -6.2798 0.0692 0.246
H 7.3149 -5.6645 -1.6383 0.357
H 5.5870 -4.6506 0.4696 0.287
H 4.4566 -5.7191 -0.4410 0.224
H 6.3000 -3.5625 -1.8656 0.389
H 4.6983 -4.3466 -2.4326 0.056
H 4.8643 -2.5153 0.1014 0.375
H 4.3687 -1.8527 -1.5177 0.239
H 2.8622 -3.5530 0.4578 0.291
H 2.8222 -4.3872 -1.1303 0.295
H 0.4242 -4.0846 -0.5963 -0.357
H 0.8231 -3.0231 0.7958 0.579
H -0.7037 -1.3624 0.3969 -0.144
H -0.9073 -1.6476 -1.4124 0.095
H -1.3807 -4.4749 1.0620 0.423
H -4.1766 -4.6259 -1.4160 0.369
H -4.2299 -6.3429 -3.3183 0.314
H -2.1989 -8.0022 -3.6807 0.324
H -0.2010 -7.9028 -2.0075 0.337
H -0.2486 -6.1696 -0.1207 0.267
H 1.1482 0.6621 -1.8387 -0.531
H 2.7607 0.1887 -2.7260 -0.292
H -0.8989 -3.3648 -3.5806 0.136
C -1.6595 2.4250 -1.7946 -0.430
C -2.4730 1.3746 -1.0507 -0.015
C -2.3274 1.4714 0.4712 -0.048
C -0.9101 1.2772 0.8780 0.258
N 0.1833 1.1275 1.1978 -0.568
H -0.5896 2.3054 -1.6165 -0.578
H -1.8190 2.3372 -2.8702 0.475
H -1.9511 3.4331 -1.4890 0.202
H -2.1640 0.3829 -1.3904 -0.145
H -3.5284 1.4897 -1.3120 0.436
H -2.9401 0.7071 0.9545 0.425
H -2.6628 2.4500 0.8242 -0.054
C -4.5301 5.0784 1.9701 -0.777
C -3.8778 6.3237 1.3803 -0.336
C -4.4617 6.7086 0.0180 -0.628
C -4.2529 5.6044 -0.9548 0.291
N -4.0878 4.7462 -1.6997 -0.428
H -4.3664 4.2013 1.3399 0.245
H -4.1059 4.8568 2.9500 0.005
H -5.6083 5.2193 2.0900 0.305
H -2.8026 6.1513 1.2871 0.284
H -4.0095 7.1568 2.0728 0.337
H -3.9749 7.6100 -0.3584 0.332
H -5.5317 6.9117 0.1016 0.307
C 3.7486 5.3456 -1.3888 -1.199
C 2.2586 5.2210 -1.0889 -0.615
C 1.7637 3.7727 -1.1213 0.246
C 1.9813 3.1917 -2.4700 0.225
N 2.1444 2.7332 -3.5088 -0.579
H 3.9861 4.9944 -2.3950 0.348
H 4.0634 6.3902 -1.3265 0.353
H 4.3416 4.7688 -0.6743 0.296
H 1.6994 5.8193 -1.8142 0.309
H 2.0580 5.6437 -0.1003 0.378
H 0.6995 3.7339 -0.8879 -0.021
H 2.2935 3.1698 -0.3805 0.290
C -1.9384 5.1644 7.4509 -1.126
C -3.4392 5.4194 7.3595 -0.515
C -3.9828 5.2706 5.9358 -0.368
C -3.3225 6.2487 5.0323 0.308
N -2.8112 7.0050 4.3359 -0.490
H -1.3711 5.8878 6.8618 0.354
H -1.6008 5.2525 8.4852 0.324
H -1.6888 4.1612 7.0965 0.301
H -3.6522 6.4247 7.7330 0.296
H -3.9604 4.7163 8.0140 0.313
H -5.0597 5.4487 5.9233 0.337
H -3.8022 4.2611 5.5598 0.334
```


A structure of composition C2HBeFO in a non-equilibrium geometry, computed with the ωB97M-V functional and the def2-TZVPD basis.

Properties
LUMO level (eV): -1.3
Total charge: 0
HOMO level (eV): -8.71
Energy above the lowest of the compared OMol25 structures with the same formula, charge and spin (kJ/mol): 200.5
2S+1: 1
Orbital gap (eV): 7.39
Calculated total energy (a.u.): -266.4445

```
6
Properties=species:S:1:pos:R:3:nbo_charge:R:1
H 1.1657 -1.3695 0.1157 0.571
O 1.2863 -0.2153 -0.1709 -0.979
C -0.0172 -0.4934 0.3676 -0.127
C -0.8389 0.5112 -0.0034 -0.374
F -2.2020 0.2566 -0.0632 -0.349
Be 0.6061 1.3104 -0.2458 1.259
```


The molecule C6H10O, computed with the ωB97M-V functional and the def2-TZVPD basis.

Properties
LUMO level (eV): 1.0
Total charge: 0
HOMO level (eV): -10.14
Energy above the lowest of the compared OMol25 structures with the same formula, charge and spin (kJ/mol): 134.9
2S+1: 1
Orbital gap (eV): 11.10
SMILES: C#C[C@](C)(O)CC
Calculated total energy (a.u.): -309.7910

```
17
Properties=species:S:1:pos:R:3:nbo_charge:R:1
C -0.4369 2.0401 -0.1609 -0.614
C 0.6363 0.9573 -0.1865 -0.390
C 0.1381 -0.4083 0.3081 0.169
C 1.2750 -1.4367 0.3086 -0.609
O -0.3280 -0.1990 1.6376 -0.705
C -0.9662 -0.8977 -0.5517 -0.050
C -1.8558 -1.3145 -1.2508 -0.223
H -0.0251 2.9985 -0.4929 0.210
H -0.8300 2.1618 0.8522 0.222
H -1.2715 1.7800 -0.8212 0.212
H 1.4773 1.2412 0.4589 0.211
H 1.0312 0.8291 -1.2019 0.208
H 0.9175 -2.4057 0.6758 0.211
H 1.6776 -1.5823 -0.6997 0.219
H 2.0729 -1.0859 0.9691 0.219
H -0.7337 -1.0199 1.9391 0.472
H -2.6469 -1.6738 -1.8716 0.238
```


A cluster of 13 separate species, C12H48F2N25O16S2 in total in a non-equilibrium geometry, computed with the ωB97M-V functional and the def2-TZVPD basis.

Properties
LUMO level (eV): 1.4
Total charge: -1
HOMO level (eV): -6.96
Energy above the lowest of the compared OMol25 structures with the same formula, charge and spin (kJ/mol): 267.3
2S+1: 1
Orbital gap (eV): 8.34
Calculated total energy (a.u.): -4055.3803

```
105
Properties=species:S:1:pos:R:3:mulliken_charge:R:1
N 0.2947 -0.0822 0.0575 -0.238
S -0.3211 -0.8830 -1.0061 0.423
O -1.4843 -0.3214 -1.6798 -0.156
O -0.1840 -2.3203 -0.9088 -0.792
F 0.7190 -0.5057 -2.1632 -0.138
S -0.8771 -0.4858 1.3037 0.103
O -0.2424 -1.1644 2.4491 0.242
O -2.2655 -0.8539 1.0103 -0.180
F -1.1367 1.0084 1.8193 -0.386
C -0.5175 -4.5000 1.3774 0.250
O 0.0685 -5.3118 0.6915 -0.668
N -1.6875 -3.9649 1.0612 -0.162
N 0.0609 -3.9177 2.4384 -0.095
H -2.2873 -3.4313 1.6690 0.148
H -2.2235 -4.3912 0.3212 0.225
H -0.1489 -2.9343 2.5770 0.196
H 0.9133 -4.3551 2.7458 0.212
C -2.8733 0.9724 -5.3041 0.641
O -2.2917 -0.0595 -5.5210 -0.648
N -3.3375 1.8245 -6.2039 -0.453
N -2.7492 1.5291 -4.0568 -0.003
H -3.4068 1.5485 -7.1680 0.257
H -3.1354 2.7748 -5.9360 0.195
H -2.2874 1.0906 -3.2788 -0.287
H -3.3527 2.3299 -3.9553 0.203
C -5.5128 0.8292 -1.3901 0.561
O -6.1255 1.3296 -0.4399 -0.676
N -5.8837 0.9861 -2.6535 -0.369
N -4.5116 -0.0631 -1.3044 -0.289
H -6.7649 1.4672 -2.7495 0.249
H -5.6741 0.1915 -3.2363 0.209
H -3.9625 -0.2922 -2.1179 0.288
H -4.0054 0.1001 -0.4446 0.023
C -0.7268 3.3657 -0.6722 0.502
O -0.8035 4.5941 -0.8651 -0.747
N -1.7468 2.4965 -0.6611 0.341
N 0.4514 2.8161 -0.5416 0.214
H -1.5387 1.5255 -0.8505 -0.533
H -2.6736 2.8765 -0.7675 0.149
H 1.2406 3.3381 -0.9208 -0.019
H 0.4952 1.9675 0.0096 0.000
C 1.9842 -2.1100 5.8680 0.588
O 2.1782 -0.8989 5.6999 -0.772
N 1.2560 -2.8346 5.0438 -0.265
N 2.5662 -2.8635 6.8320 -0.428
H 0.8998 -2.3770 4.2205 0.120
H 1.3452 -3.8368 5.0295 0.209
H 3.1908 -2.4693 7.5146 0.253
H 2.2959 -3.8284 6.9167 0.149
C 3.3213 -1.6206 -4.7503 0.707
O 2.4121 -2.0964 -5.3863 -0.653
N 3.4459 -1.9118 -3.4883 -0.184
N 4.2090 -0.7057 -5.2906 -0.497
H 2.7115 -2.3761 -2.9825 0.063
H 4.3248 -1.7850 -3.0133 0.106
H 4.8579 -0.2753 -4.6545 0.184
H 3.8380 -0.2686 -6.1180 0.237
C 3.4510 -2.7586 -0.3575 0.441
O 4.5255 -3.3403 -0.1564 -0.817
N 3.4284 -1.4670 -0.6398 0.314
N 2.3185 -3.4110 -0.2709 0.070
H 4.3214 -1.1137 -0.3308 0.119
H 2.5730 -0.9584 -0.7779 -0.330
H 2.4345 -4.4081 -0.1856 0.209
H 1.4027 -2.9971 -0.4259 0.006
C 0.4793 3.1655 -4.7233 0.544
O -0.0571 3.3931 -5.8082 -0.750
N 0.3726 1.9963 -4.0648 -0.024
N 1.1297 4.0357 -3.9677 -0.164
H -0.2233 1.2812 -4.4516 0.126
H 0.6410 1.9376 -3.0965 -0.042
H 1.1845 5.0136 -4.1972 0.180
H 1.7050 3.7196 -3.1989 0.133
C -1.1382 1.2530 5.0989 0.506
O -1.9231 2.1937 5.0963 -0.675
N -1.5199 0.0146 5.3763 -0.329
N 0.1774 1.3699 4.8708 -0.177
H -2.4511 -0.0447 5.7585 0.219
H -1.1119 -0.8218 4.9950 0.160
H 0.5876 2.1118 4.3301 0.172
H 0.7608 0.6634 5.2938 0.174
C 3.6462 2.9659 -1.6572 0.730
O 2.7902 3.8500 -1.7457 -0.882
N 4.9155 3.2191 -1.9349 -0.447
N 3.4540 1.7597 -1.2252 0.383
H 5.5712 2.4535 -1.9342 0.122
H 5.3158 4.0070 -2.4155 0.249
H 4.2863 1.2412 -1.0070 0.281
H 2.5980 1.6525 -0.7052 -0.487
C -5.5847 -0.5203 3.0357 0.654
O -6.2878 0.0882 3.8329 -0.716
N -4.4193 -0.1131 2.5499 -0.003
N -5.8715 -1.7379 2.5567 -0.336
H -3.8770 -0.8202 2.0854 -0.044
H -4.1009 0.7422 2.9809 0.125
H -5.1102 -2.1548 2.0491 0.115
H -6.5424 -2.3808 2.9408 0.227
C 3.2165 1.0796 2.4420 0.654
O 3.5333 2.0222 1.7345 -0.646
N 2.3292 0.1281 2.1182 0.511
N 3.5498 1.0458 3.7320 -0.382
H 1.8916 0.3226 1.2352 -0.296
H 2.0866 -0.7226 2.5940 0.134
H 3.2875 0.2626 4.3077 0.160
H 3.9130 1.9146 4.0873 0.213
```


A structure of composition C35H23F15N5O4OsS, computed with the ωB97M-V functional and the def2-TZVPD basis.

Properties
LUMO level (eV): 1.5
Total charge: -1
HOMO level (eV): -4.72
Energy above the lowest of the compared OMol25 structures with the same formula, charge and spin (kJ/mol): 12.3
2S+1: 1
Orbital gap (eV): 6.24
Calculated total energy (a.u.): -3909.3173

```
84
Properties=species:S:1:pos:R:3:mulliken_charge:R:1
Os 0.0622 0.4459 -1.0342 1.250
C -0.1625 -5.4034 2.6945 -1.573
C -0.5127 -4.2810 1.7552 0.732
C -1.7299 -3.6059 1.8472 -1.222
C -2.0154 -2.5508 1.0105 -0.077
C -1.1045 -2.1284 0.0318 -0.230
N -1.3947 -1.0132 -0.7548 0.693
C -2.6396 -1.0049 -1.3748 0.143
C -3.1927 -2.2194 -1.8254 0.063
C -4.4354 -2.2812 -2.4122 -1.094
C -5.2004 -1.1300 -2.6027 0.754
C -6.5441 -1.1810 -3.2773 -1.666
C -4.6631 0.0687 -2.1709 -1.166
C -3.4080 0.1557 -1.5695 -1.140
C -2.8597 1.4795 -1.0520 2.268
O -1.4979 1.5787 -1.1873 -0.825
C -3.3583 2.7017 -1.8919 0.335
F -3.1997 2.4597 -3.1993 -0.261
F -2.6687 3.8032 -1.6037 -0.234
F -4.6605 3.0037 -1.6981 -0.262
C -3.3122 1.6707 0.4234 0.413
F -4.6530 1.6582 0.5428 -0.310
F -2.8755 2.8240 0.9405 -0.271
F -2.8563 0.6786 1.1964 -0.138
C 0.1051 -2.8191 -0.0908 -1.417
C 0.3810 -3.8750 0.7786 -0.648
C 1.0410 -2.4587 -1.2412 2.119
O 0.9383 -1.1870 -1.7577 -0.513
C 0.7172 -3.3912 -2.4477 0.264
F 1.5768 -3.2209 -3.4623 -0.260
F -0.5060 -3.1297 -2.9168 -0.167
F 0.7444 -4.6976 -2.1265 -0.285
C 2.5363 -2.6683 -0.8434 0.279
F 2.8909 -3.9652 -0.7186 -0.291
F 2.7945 -2.0720 0.3292 -0.207
F 3.3663 -2.1448 -1.7467 -0.247
H -1.0546 -5.7989 3.1811 0.385
H 0.5201 -5.0661 3.4779 0.279
H 0.3260 -6.2230 2.1655 0.375
H -2.4534 -3.8995 2.6000 0.323
H -2.9494 -2.0123 1.1083 0.560
H -2.6177 -3.1245 -1.6962 0.371
H -4.8159 -3.2424 -2.7408 0.377
H -7.0774 -2.0983 -3.0231 0.386
H -6.4458 -1.1501 -4.3654 0.300
H -7.1641 -0.3351 -2.9796 0.389
H -5.2534 0.9656 -2.2958 0.482
H 1.3105 -4.4174 0.6894 0.601
S 0.1148 0.3925 1.2589 -0.583
C 1.7300 0.9782 1.5248 0.227
N 2.1970 1.4472 2.6275 -0.291
N 1.3245 1.5763 3.6300 0.193
C 1.7165 2.2122 4.8058 0.444
C 3.0524 2.5110 5.0645 -0.372
C 3.3941 3.1157 6.2635 -0.471
C 2.4281 3.4301 7.2099 -0.540
C 1.0988 3.1314 6.9419 -0.491
C 0.7399 2.5264 5.7502 -0.458
N 2.6754 0.9489 0.5015 -0.873
N 2.2435 0.6682 -0.6272 1.796
C 3.2463 0.7004 -1.6705 -0.004
C 4.5904 0.8338 -1.3420 -0.276
C 5.5406 0.8670 -2.3481 -0.769
C 5.1551 0.7693 -3.6785 -0.487
C 3.8109 0.6394 -3.9962 -1.053
C 2.8532 0.6016 -2.9959 0.134
H 0.3342 1.5410 3.4070 0.287
H 3.7991 2.2726 4.3224 0.389
H 4.4341 3.3483 6.4560 0.343
H 2.7059 3.9047 8.1417 0.361
H 0.3300 3.3742 7.6647 0.338
H -0.2986 2.2989 5.5412 0.349
H 4.8780 0.9075 -0.3040 0.436
H 6.5866 0.9686 -2.0890 0.405
H 5.8992 0.7965 -4.4642 0.401
H 3.4987 0.5653 -5.0295 0.433
H 1.8123 0.4916 -3.2530 0.324
F 2.2386 4.2811 -2.9386 -0.259
C 1.2533 4.5525 -2.0635 0.653
F 1.6039 5.6591 -1.3997 -0.284
F 0.1535 4.8411 -2.7766 -0.245
C 0.9999 3.3573 -1.1089 0.563
O 1.0344 3.5074 0.0917 -0.668
O 0.7978 2.2855 -1.7833 -0.588
```